ORCA calculation (ωB97M-V/def2-TZVPD) on C39H58B2F4N11O2S3W as an isolated structure in a non-equilibrium geometry.

Results
Energy relative to the best compared isomer or geometry (same formula, charge and spin) ... 125.5 kJ/mol
HOMO energy (alpha / beta) ... -0.3487 / -0.3602 Eh
Lowest unoccupied orbital energy (alpha / beta) ... -2.18 / -2.11 eV
Calculated total energy ... -3984.857960 hartree
Strongest force on any atom ... 1.77 eV/A

```
! RIJCOSX wB97M-V def2-TZVPD def2/J DEFGRID3
* xyz 1 3
W 0.22 0.08 -0.40
S 0.77 2.55 -0.54
S -1.61 0.62 -2.24
S -1.49 0.61 1.45
F -0.45 -2.03 1.06
F -0.14 -4.21 1.63
F -1.41 -2.91 2.94
F -2.17 -3.54 0.90
O 1.45 -0.03 1.33
O 1.88 -0.57 3.42
N -4.16 -0.05 -1.35
N 2.30 -4.39 4.17
N -3.30 1.80 -0.52
N 0.73 -5.99 3.61
N 2.46 -0.05 -1.05
N 0.11 4.00 -2.76
N -0.98 2.88 2.98
N 0.08 -4.12 4.78
N -1.62 3.46 -1.52
N 2.31 -2.41 0.34
N -1.80 3.24 0.97
C 3.94 -2.57 3.84
C 0.27 -1.51 -1.84
C 2.92 -1.40 -4.46
C -1.55 4.45 1.55
C 2.23 5.05 -2.19
C 2.76 -3.10 4.65
C -2.08 4.13 -2.62
C -1.40 2.28 1.83
C -5.03 0.44 -0.41
C 2.39 -1.22 -3.18
C 4.05 -0.71 -4.88
C -0.83 -2.34 -1.58
C -0.50 2.34 4.26
C -0.86 0.87 4.43
C 4.67 0.18 -4.02
C -3.60 -1.46 -3.34
C 2.99 -0.27 -2.35
C 2.14 2.79 -3.35
C -4.64 -2.43 -1.25
C -0.29 3.36 -1.63
C 2.34 -2.25 1.80
C -5.93 -0.91 -2.78
C -4.56 -1.21 -2.17
C -0.93 -3.65 -2.04
C 1.03 -4.80 4.15
C 3.75 -2.60 2.32
C -1.01 4.48 -3.38
C 1.25 -2.03 -2.72
C 1.16 -3.35 -3.17
C -4.50 1.57 0.10
C 0.10 -4.16 -2.81
C -1.05 4.23 2.78
C 1.49 4.18 -3.21
C 1.02 2.52 4.29
C 4.14 0.40 -2.76
C -3.09 0.78 -1.37
C -1.16 3.15 5.39
C 1.85 -0.83 2.23
C 1.51 4.88 -4.57
B -1.08 -3.18 1.63
B -2.57 3.14 -0.35
H 0.07 -5.19 -3.14
H -0.79 4.17 5.45
H -1.91 0.70 4.21
H -2.24 3.17 5.26
H -1.65 -1.95 -0.97
H 3.01 -5.00 3.79
H 1.75 6.02 -2.11
H -1.76 5.37 1.04
H -4.01 -2.25 -3.96
H 1.38 -2.71 0.05
H -0.88 -4.29 4.52
H 2.44 -2.08 -5.15
H 1.42 2.19 5.24
H 4.47 -1.92 1.86
H -2.62 -1.77 -3.00
H 3.26 5.20 -2.52
H 0.26 -3.17 5.06
H -3.12 4.31 -2.76
H 1.30 3.56 4.13
H 4.08 -1.54 4.16
H -4.89 2.24 0.84
H -0.99 5.02 -4.30
H -5.47 -2.35 -0.56
H 2.56 -0.93 -0.48
H -1.79 -4.24 -1.79
H 2.54 5.01 -4.88
H -6.71 -0.82 -2.03
H -0.25 0.25 3.79
H 3.05 -3.18 5.70
H 2.97 0.70 -0.58
H 1.39 2.01 -3.43
H 4.85 -3.13 4.08
H 4.44 -0.88 -5.87
H -0.73 4.94 3.51
H -0.95 2.67 6.34
H -6.22 -1.72 -3.45
H -0.67 0.58 5.46
H 1.37 -6.44 2.98
H 2.96 -3.13 0.04
H 1.63 -2.94 2.26
H -3.73 -2.56 -0.67
H -3.49 -0.57 -3.94
H -4.79 -3.33 -1.85
H 4.62 1.09 -2.08
H 2.76 2.58 -2.49
H 1.95 -3.76 -3.78
H 1.06 5.87 -4.51
H -0.24 -6.18 3.43
H 3.97 -3.61 1.95
H 1.00 4.30 -5.32
H 2.77 2.75 -4.24
H 5.57 0.70 -4.32
H -3.40 3.99 -0.34
H -5.94 -0.06 -0.15
H 2.23 4.58 -1.22
H 1.48 1.90 3.51
H -5.90 0.01 -3.36
H 1.96 -2.36 4.56
*
```



ORCA calculation (ωB97M-V/def2-TZVPD) on C34H30BrCrN6O5S2 as an isolated structure.

Results
Energy relative to the best compared isomer or geometry (same formula, charge and spin) ... 0.0 kJ/mol
HOMO energy (alpha / beta) ... -0.3004 / -0.3009 Eh
Lowest unoccupied orbital energy (alpha / beta) ... 0.05 / -0.08 eV
Calculated total energy ... -6433.392251 hartree
Strongest force on any atom ... 0.56 eV/A

```
! RIJCOSX wB97M-V def2-TZVPD def2/J DEFGRID3
* xyz 0 4
Br 6.79 -2.00 -1.75
Cr -0.56 0.20 -0.95
S -2.52 3.65 1.20
S 1.95 1.69 0.84
O 3.21 1.68 0.16
O 0.09 -0.76 -2.51
O 0.48 -1.84 -4.40
O -2.42 -0.60 -1.35
O 1.12 2.86 0.74
N 0.26 -1.63 0.16
N 2.80 0.65 6.61
N 2.47 -1.30 1.00
N 0.98 0.45 0.38
N -1.66 1.38 0.39
N -4.31 -1.44 -2.13
C -0.59 4.61 -2.94
C 2.62 -2.62 1.01
C 0.12 3.60 -3.59
C -2.72 2.28 2.26
C 0.45 -2.94 0.16
C 0.16 2.31 -3.07
C -5.09 -2.39 -2.91
C -1.75 2.63 0.03
C 1.30 -0.85 0.54
C 4.38 -2.70 -3.10
C -1.19 3.04 -1.25
C -2.18 1.14 1.64
C 1.34 1.21 4.77
C -2.18 -0.09 2.30
C -3.27 0.99 4.18
C 0.88 -1.34 -3.36
C 4.30 -0.64 -1.84
C 3.66 0.75 4.36
C -2.21 -2.53 -2.77
C 2.22 1.36 2.55
C 1.15 1.47 3.43
C 1.64 -3.51 0.58
C 2.60 0.85 5.25
C 2.96 -0.49 -2.21
C -2.73 -0.15 3.57
C -0.49 2.00 -1.89
C -5.00 -0.37 -1.40
C 4.98 -1.75 -2.28
C -3.27 2.22 3.53
C -2.98 -1.47 -2.05
C 3.06 -2.53 -3.46
C 3.47 0.99 3.01
C -1.25 4.33 -1.76
C 2.33 -1.44 -3.00
H -1.75 -0.95 1.83
H -1.78 5.11 -1.23
H -6.06 -0.39 -1.65
H -4.58 0.60 -1.67
H -5.07 -3.39 -2.46
H 1.79 -4.57 0.59
H -0.38 -3.56 -0.18
H 1.98 0.41 7.15
H 0.17 1.76 3.06
H -1.37 -2.82 -2.16
H -4.71 -2.46 -3.93
H -4.88 -0.50 -0.32
H -1.77 -2.10 -3.68
H -3.68 3.10 4.01
H -2.82 -3.40 -3.03
H 4.28 0.90 2.30
H -3.69 0.92 5.18
H 4.65 0.47 4.72
H 3.60 0.09 6.86
H 2.56 -3.25 -4.10
H -6.12 -2.05 -2.96
H 3.57 -2.99 1.38
H 0.64 3.82 -4.52
H -0.62 5.60 -3.36
H 0.50 1.31 5.46
H -2.73 -1.08 4.11
H 0.71 1.55 -3.61
H 4.76 0.11 -1.21
H 2.42 0.38 -1.86
H 4.94 -3.56 -3.43
*
```



ORCA calculation (ωB97M-V/def2-TZVPD) on a single C20H28N2O molecule.

Results
SMILES string ... CC(C)=CCN1CCN(CC#Cc2ccccc2)C[C@H]1CCO
Energy relative to the best compared isomer or geometry (same formula, charge and spin) ... 33.4 kJ/mol
HOMO energy ... -0.3037 Eh
Lowest unoccupied orbital energy ... 0.80 eV
Calculated total energy ... -963.560293 hartree
Strongest force on any atom ... 0.98 eV/A

```
! RIJCOSX wB97M-V def2-TZVPD def2/J DEFGRID3
* xyz 0 1
O 3.70 -2.62 -0.23
N 1.67 -0.09 -0.87
N -0.67 0.10 0.81
C -7.97 -0.28 -0.83
C -1.68 0.67 1.69
C 0.65 0.17 1.39
C -0.65 0.74 -0.50
C -7.46 -1.17 0.11
C -5.93 0.98 -0.76
C 2.48 1.11 -1.07
C 0.32 -0.02 -1.40
C 3.93 0.70 -1.07
C 1.68 -0.56 0.51
C -3.01 0.45 1.16
C 1.44 -2.08 0.56
C -7.21 0.78 -1.27
C 2.32 -2.84 -0.43
C -4.11 0.29 0.71
C -5.42 0.09 0.19
C 4.67 1.84 1.05
C 4.86 0.99 -0.17
C -6.19 -0.98 0.62
C 6.26 0.45 -0.31
H 2.04 -2.56 -1.45
H -5.79 -1.67 1.35
H 3.63 2.12 1.20
H -1.66 0.70 -0.92
H 2.24 1.51 -2.06
H -1.53 1.75 1.85
H 0.98 1.22 1.54
H 2.28 1.90 -0.33
H -8.97 -0.43 -1.23
H 1.66 -2.42 1.57
H 5.02 1.31 1.93
H -0.35 1.81 -0.42
H -7.60 1.47 -2.00
H -0.04 -1.04 -1.51
H 2.17 -3.92 -0.31
H 0.63 -0.31 2.38
H 3.88 -1.69 -0.41
H 2.67 -0.36 0.91
H 6.98 1.27 -0.29
H -1.60 0.16 2.66
H 6.49 -0.21 0.52
H 4.19 0.07 -1.91
H -8.06 -2.00 0.45
H 0.35 0.44 -2.39
H 6.38 -0.10 -1.24
H 5.26 2.75 0.96
H 0.39 -2.30 0.35
H -5.33 1.81 -1.10
*
```



ORCA calculation (ωB97M-V/def2-TZVPD) on C3H17CuF2NO10S2 as an isolated structure in a non-equilibrium geometry.

Results
HOMO energy (alpha / beta) ... -0.5005 / -0.4993 Eh
Lowest unoccupied orbital energy (alpha / beta) ... -4.20 / -9.41 eV
Calculated total energy ... -3567.799207 hartree
Strongest force on any atom ... 9.09 eV/A

```
! RIJCOSX wB97M-V def2-TZVPD def2/J DEFGRID3
* xyz 1 3
Cu 0.10 -0.01 -1.09
S -0.86 -3.06 -0.08
S 1.48 -2.89 0.30
F 2.57 -1.75 0.49
F -1.63 -2.65 -1.42
O -0.35 -0.65 -3.25
O -2.61 2.22 -2.25
O -1.97 0.25 -0.42
O 0.66 1.25 0.71
O -0.67 -4.42 -0.54
O 2.27 0.08 -1.77
O 1.33 -3.31 1.67
O -1.88 -2.86 0.92
O 2.25 -3.74 -0.61
O 0.02 1.96 -1.88
N 0.41 -1.92 -0.31
C 0.64 0.93 2.09
C -0.80 0.56 2.39
C 1.21 2.00 2.91
H 0.83 2.46 -1.69
H 1.05 1.79 3.97
H -1.51 1.34 2.11
H -0.98 0.46 3.46
H -0.03 -1.35 -3.82
H -1.66 2.18 -2.14
H -2.58 -0.06 0.26
H 0.74 2.97 2.79
H 2.28 2.10 2.73
H 2.54 0.71 -2.44
H -1.03 -0.21 -3.77
H -1.19 -0.34 1.90
H -2.87 3.03 -1.80
H 3.07 -0.11 -1.28
H 0.41 2.18 0.68
H 1.23 0.01 2.10
H -2.49 0.87 -0.94
*
```



ORCA calculation (ωB97M-V/def2-TZVPD) on C16H31FeN4O8P3 as an isolated structure.

Results
Energy relative to the best compared isomer or geometry (same formula, charge and spin) ... 0.0 kJ/mol
HOMO energy (alpha / beta) ... -0.4304 / -0.4444 Eh
Lowest unoccupied orbital energy (alpha / beta) ... -3.16 / -4.09 eV
Calculated total energy ... -3737.081626 hartree
Strongest force on any atom ... 0.37 eV/A

```
! RIJCOSX wB97M-V def2-TZVPD def2/J DEFGRID3
* xyz 1 6
Fe 0.15 0.05 -0.04
P -1.70 -0.62 -2.34
P -1.84 -2.41 0.08
P 1.15 -0.16 2.38
O -2.15 -0.66 -3.87
O -2.27 0.61 -1.70
O 3.13 -1.78 -1.78
O -0.98 -3.59 0.00
O -1.30 -1.07 0.62
O -0.24 -0.90 -2.14
O -3.17 -2.66 0.98
O 1.72 -0.99 -0.24
N -0.48 6.60 -0.18
N -4.00 -1.37 -1.25
N 1.29 1.31 -1.50
N -0.94 1.91 0.54
C -1.38 4.25 0.44
C 2.38 0.46 -2.03
C 2.57 -2.18 3.79
C -0.98 0.82 4.09
C 2.46 1.05 2.79
C -2.65 4.07 0.98
C -0.88 5.56 0.09
C 0.09 -0.24 3.88
C 2.43 -0.91 -1.35
C -3.04 2.78 1.28
C -2.18 1.73 1.03
C -0.57 3.15 0.24
C -2.65 -2.00 -1.54
C 2.11 2.51 2.52
C 2.00 -1.77 2.43
C -2.83 -3.26 -2.36
H 2.73 0.91 3.84
H -4.02 2.58 1.69
H 1.66 2.22 -1.24
H 0.60 1.48 -2.22
H 3.34 0.76 2.21
H 2.94 3.17 2.78
H 1.88 2.67 1.47
H 1.79 -2.34 4.54
H -1.85 -3.71 -2.54
H -0.59 1.84 3.98
H 1.29 -2.51 2.06
H -3.29 -3.04 -3.33
H -1.53 -1.12 -4.46
H -3.30 4.92 1.15
H 0.42 3.30 -0.16
H -1.80 0.70 3.38
H -1.40 0.74 5.09
H -3.82 -0.36 -1.07
H -4.44 -1.82 -0.44
H 1.24 2.84 3.10
H -2.46 0.71 1.22
H -3.16 -3.53 1.40
H 3.12 -3.11 3.69
H 3.34 0.94 -1.83
H -4.61 -1.44 -2.06
H 0.78 -0.24 4.73
H -3.44 -4.00 -1.84
H -0.37 -1.23 3.86
H 2.79 -1.72 1.68
H 2.30 0.32 -3.10
H 3.26 -1.43 4.19
*
```



ORCA calculation (ωB97M-V/def2-TZVPD) on C28H31IrN3O9PS3 as an isolated structure in a non-equilibrium geometry.

Results
Energy relative to the best compared isomer or geometry (same formula, charge and spin) ... 389.3 kJ/mol
HOMO energy (alpha / beta) ... -0.1862 / -0.1860 Eh
Lowest unoccupied orbital energy (alpha / beta) ... 0.95 / 1.04 eV
Calculated total energy ... -3567.324198 hartree
Strongest force on any atom ... 4.28 eV/A

```
! RIJCOSX wB97M-V def2-TZVPD def2/J DEFGRID3
* xyz -1 2
Ir 0.07 -0.47 0.83
S -2.31 -5.03 3.51
S 3.31 -2.11 -0.59
S -0.57 -2.96 1.50
P -0.90 -3.65 3.40
O 0.40 -4.40 3.95
O 3.33 -1.44 -1.87
O 1.25 0.97 -4.49
O -1.06 -2.50 4.53
O -2.10 -0.15 0.89
O 1.53 1.15 -0.31
O -0.87 -2.39 -1.52
O 1.96 -0.15 2.17
O 3.26 -3.55 -0.64
N -0.50 -0.15 -1.31
N 2.16 -1.50 0.40
N 0.39 0.35 -2.13
C -4.36 -0.47 0.50
C 4.64 2.19 -4.10
C 1.57 -3.94 4.63
C 4.70 -1.55 0.41
C -5.15 -1.50 -1.51
C 4.98 -0.16 2.35
C -3.28 -1.76 3.75
C 1.31 -4.00 6.13
C -1.45 -0.13 4.30
C 4.80 2.16 -2.72
C 0.28 -2.75 -2.26
C -1.40 -1.11 -1.84
C -2.79 -1.03 -1.25
C 3.74 1.77 -1.92
C 2.52 1.38 -2.47
C -3.01 -0.53 0.07
C 4.16 -0.79 1.43
C 6.35 -0.33 2.23
C 6.89 -1.11 1.22
C 2.68 -0.77 1.37
C 1.45 0.96 -1.55
C 6.06 -1.73 0.29
C -3.85 -1.51 -1.99
C 2.02 -2.57 4.17
C 2.38 1.36 -3.87
C -5.40 -0.94 -0.27
C -2.07 -1.49 4.62
C 3.44 1.79 -4.66
H 3.84 1.75 -0.85
H -4.55 -0.06 1.48
H -3.70 -2.74 3.97
H 7.96 -1.26 1.16
H -4.03 -1.00 3.92
H -2.19 0.64 4.45
H -2.36 -1.51 5.68
H -2.98 -1.74 2.70
H 2.23 -3.79 6.67
H 0.65 0.63 -3.78
H 0.56 -3.27 6.41
H -0.02 -3.18 -3.23
H 3.30 1.80 -5.73
H 6.46 -2.34 -0.50
H 4.55 0.43 3.14
H 1.30 -1.81 4.48
H 0.83 -3.49 -1.68
H -1.46 -1.01 -2.95
H -0.60 0.06 4.95
H -3.65 -1.92 -2.97
H 7.01 0.16 2.93
H 2.33 -4.69 4.36
H 2.99 -2.33 4.60
H 5.74 2.44 -2.28
H 2.10 -2.55 3.09
H -6.41 -0.89 0.10
H -5.95 -1.91 -2.11
H 0.94 -1.90 -2.44
H 5.45 2.52 -4.73
H -1.11 -0.11 3.26
H 0.96 -4.99 6.40
*
```



ORCA calculation (ωB97M-V/def2-TZVPD) on a 2-piece molecular cluster, C2H3BrFNO2 overall in a non-equilibrium geometry.

Results
Energy relative to the best compared isomer or geometry (same formula, charge and spin) ... 223.1 kJ/mol
HOMO energy (alpha / beta) ... -0.3803 / -0.2897 Eh
Lowest unoccupied orbital energy (alpha / beta) ... -0.09 / -1.56 eV
Calculated total energy ... -2956.925613 hartree
Strongest force on any atom ... 3.02 eV/A

```
! RIJCOSX wB97M-V def2-TZVPD def2/J DEFGRID3
* xyz 0 1
Br -0.94 -1.59 2.31
F -2.54 -1.50 0.19
O -1.88 1.48 2.30
O -2.84 2.19 0.41
N -2.40 1.40 1.24
C -1.23 -1.21 0.57
C -0.34 -1.03 -0.53
H -0.78 -0.29 -1.23
H -0.25 -1.94 -1.22
H 0.73 -0.79 -0.29
*
```



ORCA calculation (ωB97M-V/def2-TZVPD) on an isolated ion of composition C2H3N2O2 and charge +1 in a non-equilibrium geometry.

Results
SMILES string ... O=NCC=[N+]=O
Energy relative to the best compared isomer or geometry (same formula, charge and spin) ... 823.7 kJ/mol
HOMO energy ... -0.5609 Eh
Lowest unoccupied orbital energy ... -8.32 eV
Calculated total energy ... -337.424477 hartree
Strongest force on any atom ... 8.96 eV/A

```
! RIJCOSX wB97M-V def2-TZVPD def2/J DEFGRID3
* xyz 1 1
O -1.36 0.44 -2.26
O 0.02 0.24 2.93
N 0.31 0.21 1.85
N -0.24 0.62 -1.50
C -0.09 -0.43 -0.48
C 0.51 0.22 0.66
H 0.65 -1.04 -0.90
H -1.09 -1.09 -0.49
H 1.29 0.84 0.19
*
```



ORCA calculation (ωB97M-V/def2-TZVPD) on BrH8N2O10V as an isolated structure in a non-equilibrium geometry.

Results
Energy relative to the best compared isomer or geometry (same formula, charge and spin) ... 0.6 kJ/mol
HOMO energy (alpha / beta) ... -0.3754 / -0.3877 Eh
Lowest unoccupied orbital energy (alpha / beta) ... -1.42 / -0.40 eV
Calculated total energy ... -4384.591634 hartree
Strongest force on any atom ... 2.64 eV/A

```
! RIJCOSX wB97M-V def2-TZVPD def2/J DEFGRID3
* xyz 0 3
Br 1.97 1.05 -1.74
V 0.38 0.45 0.03
O 0.10 2.03 1.09
O 1.07 -2.78 -1.63
O 0.38 -1.49 -0.06
O -0.94 -0.60 -2.60
O -2.04 2.53 1.35
O -1.76 -0.73 1.26
O 1.64 -0.13 1.67
O 2.47 -2.05 -0.21
O -1.01 1.35 2.84
O -0.97 1.73 -1.11
N 1.36 -2.09 -0.67
N -1.05 1.98 1.81
H 2.31 0.48 2.05
H -0.46 -0.73 -3.40
H -1.51 -0.67 2.17
H -0.30 2.42 -0.98
H -0.65 1.26 -1.95
H -1.11 -1.52 -2.30
H -2.02 -1.58 0.94
H 2.15 -0.92 1.41
*
```



ORCA calculation (ωB97M-V/def2-TZVPD) on C4H7NO2 as an isolated structure in a non-equilibrium geometry.

Results
Energy relative to the best compared isomer or geometry (same formula, charge and spin) ... 898.1 kJ/mol
HOMO energy ... -0.3042 Eh
Lowest unoccupied orbital energy ... -0.63 eV
Calculated total energy ... -361.538804 hartree
Strongest force on any atom ... 5.06 eV/A

```
! RIJCOSX wB97M-V def2-TZVPD def2/J DEFGRID3
* xyz 0 1
O 0.92 1.01 -0.29
O -1.78 -0.83 3.37
N -0.58 -0.75 -0.82
C -1.07 -0.97 2.39
C -0.21 0.08 1.59
C 1.23 1.16 -1.65
C -0.07 0.08 0.12
H 0.05 1.21 1.84
H 2.67 0.73 -1.84
H -0.94 -2.10 2.07
H -0.16 -0.93 -1.87
H 0.95 2.57 -1.56
H 0.32 0.13 -2.54
H -1.32 -1.38 -0.80
*
```



ORCA calculation (ωB97M-V/def2-TZVPD) on a single C5H9N3 molecule in a non-equilibrium geometry.

Results
SMILES string ... CC1=C(N)CN=CN1
Energy relative to the best compared isomer or geometry (same formula, charge and spin) ... 104.5 kJ/mol
HOMO energy ... -0.2655 Eh
Lowest unoccupied orbital energy ... 0.87 eV
Calculated total energy ... -360.157465 hartree
Strongest force on any atom ... 2.86 eV/A

```
! RIJCOSX wB97M-V def2-TZVPD def2/J DEFGRID3
* xyz 0 1
N 1.70 0.94 0.72
N -1.35 -0.40 -0.84
N 0.35 -2.05 -0.99
C -1.21 1.49 0.76
C 0.79 0.12 0.07
C 1.36 -1.08 -0.65
C -0.87 -1.69 -0.90
C -0.55 0.32 0.08
H -2.29 1.44 0.65
H -0.97 1.51 1.83
H -0.87 2.44 0.33
H 1.89 -0.76 -1.56
H 2.10 -1.59 -0.01
H -2.34 -0.24 -0.81
H 2.55 0.47 1.01
H -1.62 -2.43 -1.15
H 1.32 1.52 1.45
*
```